[1]
80
Properties=species:S:1:pos:R:3:lowdin_charge:R:1 method="wB97M-V/def2-TZVPD" spin_multiplicity=3 total_charge=-1 de_lowest_ev=2.431
Mo 0.043 -0.663 -1.008 1.5792
F -2.999 3.532 3.134 0.1317
C -2.511 4.147 2.054 -0.6785
F -1.617 5.053 2.448 0.1369
F -3.514 4.780 1.439 0.1315
S -1.770 2.929 0.887 0.5935
O -2.847 2.021 0.599 -0.2843
O -1.223 3.731 -0.163 -0.2605
N -0.631 2.350 1.815 -0.2684
S -0.353 0.863 2.164 0.6043
O -0.729 -0.081 1.120 -0.3943
O 0.949 0.715 2.730 -0.2403
C -1.528 0.439 3.523 -0.6728
F -2.787 0.486 3.095 0.1422
F -1.382 1.297 4.534 0.1389
F -1.274 -0.790 3.974 0.1299
Cl -6.652 -1.476 1.543 0.6681
C -5.091 -1.645 0.802 -0.6524
C -4.080 -2.312 1.474 -0.1101
C -2.838 -2.443 0.885 -0.5698
Cl -1.598 -3.326 1.690 0.7511
C -2.552 -1.890 -0.370 -0.4463
O -1.357 -1.998 -0.927 -0.3335
C -3.624 -1.271 -1.005 -0.4725
Cl -3.659 -3.396 -3.201 -0.3732
C -4.883 -1.135 -0.463 -0.1028
H -4.254 -2.732 2.454 0.1117
H -5.684 -0.671 -1.020 0.1219
C 4.033 -4.846 -0.426 -0.0648
C 3.691 -4.152 0.884 -0.2470
N 3.924 -2.707 0.854 -0.1207
C 5.252 -2.235 1.250 -0.2052
C 6.130 -1.847 0.068 -0.0726
C 2.986 -1.828 0.467 -0.6303
S 1.476 -2.466 -0.052 0.7821
N 3.371 -0.542 0.584 0.1274
C 2.682 0.487 0.167 -0.3995
O 1.589 0.466 -0.492 -0.2096
C 3.206 1.843 0.468 -0.1322
C 2.401 2.954 0.222 -0.0045
C 2.866 4.223 0.527 -0.0601
C 4.132 4.390 1.068 -0.0859
C 4.937 3.282 1.312 -0.0844
C 4.474 2.012 1.018 -0.0218
H 3.802 -5.910 -0.358 0.0815
H 5.094 -4.746 -0.662 0.0674
H 3.451 -4.423 -1.243 0.0462
H 4.295 -4.549 1.701 0.1125
H 2.649 -4.325 1.142 0.0750
H 5.717 -3.047 1.809 0.1121
H 5.131 -1.388 1.923 0.1089
H 6.279 -2.691 -0.605 0.0626
H 7.107 -1.517 0.428 0.0732
H 5.678 -1.029 -0.492 0.0662
H 1.408 2.826 -0.187 0.1042
H 2.228 5.078 0.348 0.1082
H 4.493 5.383 1.306 0.0983
H 5.924 3.412 1.739 0.0974
H 5.081 1.139 1.210 0.1004
Cl -3.384 -0.693 -2.650 1.0348
C -3.180 1.132 -2.430 -0.2096
C -1.698 1.458 -2.558 -0.6744
O -1.297 2.168 -3.445 0.1084
O -0.993 0.912 -1.611 -0.2377
H -3.559 1.376 -1.440 0.0747
H -3.768 1.561 -3.235 0.0963
F 2.718 -6.074 -4.096 0.0272
C 2.175 -4.849 -3.862 -0.3009
C 3.008 -3.751 -3.837 -0.0433
C 2.449 -2.505 -3.585 -0.0649
C 1.081 -2.356 -3.368 -0.3347
C 0.491 -1.023 -3.054 -0.2398
C 0.270 -3.492 -3.413 -0.0425
C 0.815 -4.745 -3.657 0.0019
H 4.070 -3.876 -4.010 0.1130
H 3.090 -1.631 -3.554 0.1115
H -0.471 -0.907 -3.567 0.0613
H 1.133 -0.199 -3.380 0.0742
H -0.801 -3.407 -3.252 0.0582
H 0.190 -5.627 -3.692 0.1203

***

[2]
89
Properties=species:S:1:pos:R:3:lowdin_charge:R:1 method="wB97M-V/def2-TZVPD" spin_multiplicity=5 total_charge=+2 de_lowest_ev=0.258
Ir 0.613 1.751 -0.740 1.4282
C 3.423 1.901 0.965 -0.0190
C 2.289 2.754 0.471 -0.3878
C 1.301 3.263 1.351 -0.0301
C 0.402 4.250 0.953 -0.2401
C -0.637 4.777 1.892 -0.0093
C 0.529 4.807 -0.337 0.0032
C 1.471 4.351 -1.238 -0.2751
C 1.658 4.966 -2.587 -0.0060
C 2.289 3.245 -0.863 -0.1559
H 3.832 1.284 0.168 0.0817
H 3.112 1.262 1.790 0.0742
H 4.222 2.547 1.331 0.1120
H 1.272 2.894 2.368 0.1255
H -1.628 4.731 1.441 0.0992
H -0.437 5.827 2.115 0.1085
H -0.651 4.225 2.830 0.0878
H -0.118 5.629 -0.618 0.1434
H 1.549 4.220 -3.372 0.0645
H 2.671 5.364 -2.671 0.1100
H 0.954 5.777 -2.763 0.0996
H 3.096 2.942 -1.520 0.1393
C -1.080 2.144 -2.202 -0.1152
C -0.413 1.588 -3.340 -0.3076
C 0.024 2.430 -4.402 -0.0383
C 0.601 1.899 -5.524 -0.0329
C 0.798 0.513 -5.624 -0.0138
C 0.398 -0.336 -4.594 -0.0434
C -0.200 0.181 -3.468 -0.0373
H -1.819 1.544 -1.685 0.0458
H -1.317 3.202 -2.235 0.0740
H -0.156 3.495 -4.334 0.1138
H 0.894 2.540 -6.343 0.1242
H 1.251 0.103 -6.516 0.1232
H 0.552 -1.403 -4.687 0.1176
H -0.526 -0.466 -2.669 0.0808
O -0.017 -0.117 -0.405 -0.5336
P -0.420 -1.295 0.577 0.9465
C -0.878 -0.510 2.147 -0.3282
C 0.313 0.157 2.867 -0.1884
C 1.085 -0.776 3.807 -0.1809
C 0.161 -1.476 4.798 -0.1799
C -0.934 -2.237 4.059 -0.1813
C -1.730 -1.287 3.171 -0.1734
C -1.850 -2.072 -0.205 -0.3220
C -2.385 -3.369 0.475 -0.1640
C -3.900 -3.477 0.323 -0.1823
C -4.619 -2.325 1.018 -0.1739
C -4.047 -0.949 0.612 -0.1698
C -2.983 -1.050 -0.482 -0.1775
C 0.964 -2.461 0.709 -0.3183
C 2.352 -1.766 0.675 -0.1697
C 2.889 -1.445 -0.724 -0.2008
C 2.799 -2.625 -1.682 -0.1835
C 1.382 -3.178 -1.720 -0.1851
C 0.958 -3.612 -0.321 -0.1645
H -1.517 0.283 1.728 0.1171
H -0.103 0.977 3.463 0.1266
H 0.992 0.619 2.146 0.0511
H 1.842 -0.195 4.338 0.1236
H 1.625 -1.532 3.237 0.0934
H -0.304 -0.731 5.452 0.1240
H 0.734 -2.143 5.441 0.1221
H -1.610 -2.719 4.766 0.1255
H -0.491 -3.043 3.464 0.1051
H -2.181 -0.525 3.815 0.1368
H -2.562 -1.794 2.687 0.0716
H -1.427 -2.352 -1.177 0.1156
H -2.123 -3.412 1.535 0.1037
H -1.922 -4.240 0.017 0.1034
H -4.235 -4.429 0.734 0.1245
H -4.155 -3.499 -0.740 0.1230
H -4.538 -2.461 2.099 0.1083
H -5.684 -2.369 0.792 0.1169
H -3.647 -0.431 1.486 0.0887
H -4.847 -0.310 0.237 0.1182
H -2.560 -0.067 -0.684 0.0727
H -3.464 -1.352 -1.414 0.1282
H 0.822 -2.892 1.704 0.1096
H 3.049 -2.461 1.152 0.1364
H 2.354 -0.869 1.293 0.0709
H 3.930 -1.136 -0.619 0.1161
H 2.346 -0.599 -1.159 0.0740
H 3.479 -3.415 -1.352 0.1267
H 3.129 -2.325 -2.678 0.1165
H 1.322 -4.029 -2.398 0.1252
H 0.701 -2.412 -2.113 0.0869
H 1.683 -4.347 0.040 0.1360
H 0.001 -4.122 -0.334 0.0878

***

[3]
133
Properties=species:S:1:pos:R:3:lowdin_charge:R:1 method="wB97M-V/def2-TZVPD" energy_ev=-81491.004 total_charge=+1
Pb 6.073 3.505 -0.986 1.6328
O 4.387 1.474 -1.247 -0.0916
C 3.406 0.743 -0.966 -0.3052
O 2.367 1.275 -0.410 0.2440
B 1.480 0.162 0.006 -0.8932
O 2.092 -1.104 -0.414 0.2594
C 3.293 -0.835 -0.966 -0.2615
O 4.159 -1.613 -1.424 0.1219
O 0.069 0.306 -0.456 0.2655
C -0.749 0.028 0.409 -0.4783
O -1.965 0.036 0.398 0.1306
C 0.010 -0.055 1.712 -0.2857
O 1.318 0.200 1.432 0.2149
O -0.503 -0.225 2.825 0.1455
C -2.446 -3.947 -5.874 -0.0718
C -2.080 -4.477 -4.471 -0.4040
C -0.873 -3.819 -3.777 -0.2043
O -1.256 -2.470 -3.810 -0.2231
C -0.800 -1.585 -2.764 -0.0565
N -3.371 -4.338 -3.791 0.0282
H -2.852 -2.936 -5.877 0.0701
H -3.353 -4.380 -6.297 0.0728
H -1.637 -3.994 -6.602 0.0715
H -1.888 -5.549 -4.432 0.1308
H 0.075 -4.191 -4.164 0.1191
H -0.874 -4.148 -2.738 0.1139
H -1.145 -2.078 -1.855 0.0879
H -1.197 -0.584 -2.927 0.0944
H 0.285 -1.664 -2.836 0.0819
H -3.518 -3.345 -3.677 0.0627
H -3.397 -4.638 -2.827 0.0594
C 8.109 -0.759 -2.320 -0.0400
C 7.331 0.332 -1.692 -0.4652
C 7.749 0.549 -0.208 -0.1455
O 6.819 1.507 0.290 -0.3749
C 7.156 1.996 1.654 -0.0653
N 7.143 1.562 -2.434 -0.0022
H 9.162 -0.682 -2.047 0.0884
H 8.101 -0.847 -3.406 0.0928
H 7.803 -1.739 -1.952 0.1037
H 6.351 -0.117 -1.528 0.1060
H 8.751 0.974 -0.254 0.1339
H 7.798 -0.414 0.301 0.1547
H 6.988 1.435 2.574 0.1011
H 6.899 3.023 1.915 0.0779
H 8.240 2.102 1.633 0.0911
H 6.437 1.178 -3.046 0.0308
H 7.976 1.558 -3.005 0.1079
C -5.095 -3.771 5.508 -0.0509
C -5.373 -2.303 5.697 -0.4849
C -4.314 -1.343 5.077 -0.1701
O -3.281 -0.983 6.036 -0.2113
C -1.963 -0.754 5.446 -0.0789
N -6.651 -2.009 5.172 0.0336
H -5.974 -4.407 5.405 0.0822
H -4.347 -4.035 6.256 0.0823
H -4.554 -3.761 4.561 0.0586
H -5.298 -2.079 6.761 0.1284
H -4.842 -0.400 4.929 0.1048
H -3.954 -1.764 4.138 0.1041
H -2.199 -0.223 4.524 0.0404
H -1.568 -1.762 5.319 0.0844
H -1.270 -0.169 6.051 0.0813
H -6.772 -1.007 5.204 0.0682
H -7.334 -2.389 5.811 0.0809
C 5.043 -0.118 -6.309 -0.0587
C 4.707 0.754 -5.105 -0.4236
C 3.192 1.141 -5.170 -0.1776
O 2.754 1.468 -3.877 -0.2099
C 1.344 1.819 -3.769 -0.0445
N 5.096 -0.012 -3.945 0.0450
H 4.662 0.360 -7.212 0.0889
H 4.437 -1.023 -6.262 0.0815
H 6.087 -0.428 -6.270 0.0854
H 5.443 1.558 -5.097 0.1267
H 2.740 0.173 -5.384 0.1292
H 3.045 1.911 -5.927 0.1353
H 1.039 2.683 -4.359 0.0888
H 1.181 2.125 -2.736 0.0809
H 0.672 1.011 -4.058 0.0879
H 4.851 0.370 -3.043 0.0208
H 4.617 -0.898 -4.018 0.0933
C -2.260 3.278 2.211 -0.0911
C -3.652 2.748 2.292 -0.4419
C -4.448 2.785 0.976 -0.1564
O -5.841 2.708 1.293 -0.1866
C -6.355 3.965 1.657 -0.1256
N -3.357 1.437 2.771 0.0545
H -1.669 2.617 1.578 0.0638
H -1.738 3.439 3.154 0.0851
H -2.274 4.224 1.669 0.0697
H -4.031 3.334 3.129 0.1382
H -4.327 1.839 0.450 0.1181
H -4.164 3.667 0.401 0.1203
H -7.388 3.733 1.915 0.0876
H -6.526 4.686 0.858 0.0875
H -5.874 4.361 2.551 0.0823
H -3.068 0.806 2.037 0.0456
H -4.178 1.062 3.224 0.0684
C -5.108 -2.630 1.604 -0.0669
C -5.699 -2.531 0.226 -0.4930
C -5.562 -1.159 -0.408 -0.1269
O -5.899 -1.256 -1.838 -0.2098
C -7.190 -1.502 -2.300 -0.1304
N -5.119 -3.597 -0.515 0.0515
H -5.217 -3.605 2.081 0.0816
H -5.505 -1.830 2.229 0.0718
H -4.030 -2.476 1.614 0.0756
H -6.757 -2.792 0.229 0.1333
H -4.488 -0.975 -0.454 0.1121
H -6.088 -0.368 0.126 0.1276
H -7.494 -2.378 -1.727 0.0751
H -7.226 -1.791 -3.351 0.0868
H -7.961 -0.732 -2.278 0.0827
H -5.452 -3.613 -1.468 0.0641
H -4.189 -3.227 -0.657 0.0644
C 2.365 4.534 1.891 -0.0623
C 3.600 3.833 2.228 -0.3917
C 3.375 2.645 3.223 -0.1611
O 4.562 2.121 3.768 -0.2193
C 4.464 0.992 4.605 -0.0748
N 4.287 3.267 1.068 -0.0098
H 2.002 5.049 2.780 0.1020
H 1.514 3.965 1.516 0.0918
H 2.466 5.264 1.088 0.0914
H 4.203 4.624 2.674 0.1456
H 2.824 1.846 2.727 0.1228
H 2.796 2.984 4.082 0.1395
H 5.518 0.729 4.701 0.0891
H 4.005 0.167 4.061 0.0935
H 3.929 1.212 5.529 0.1008
H 4.564 2.357 1.410 0.0550
H 3.618 3.033 0.349 0.0387

***

[4]
12
Properties=species:S:1:pos:R:3:nbo_charge:R:1 method="wB97M-V/def2-TZVPD" smiles=[SiH3][C@H]1O[C@@]12CO2 total_charge=0 de_lowest_ev=5.586
C -1.645 -0.843 -0.983 -0.1409
C 1.145 0.009 -0.132 -0.4343
C -0.265 -0.893 -0.666 0.5472
O -0.689 -1.294 -1.925 -0.4680
O 0.682 -1.382 0.113 -0.4748
Si 0.952 1.276 1.198 0.8135
H -2.310 -1.665 -0.522 0.1953
H -2.150 0.168 -1.146 0.2008
H 1.879 -0.094 -0.844 0.2070
H 2.178 2.145 1.409 -0.1411
H 0.470 0.348 2.303 -0.1478
H -0.246 2.225 1.195 -0.1570

***

[5]
57
Properties=species:S:1:pos:R:3:nbo_charge:R:1 method="wB97M-V/def2-TZVPD" total_charge=+1 de_lowest_ev=0.832
Y 0.294 0.190 -0.247 2.0594
C 2.087 -3.957 -0.479 -0.6788
C 1.219 -2.775 -0.168 0.3382
N 1.764 -1.590 0.059 -0.7298
C 3.187 -1.325 -0.073 -0.2350
C 3.494 0.091 0.429 -0.2160
N 2.602 1.086 -0.199 -0.6953
C 2.561 2.441 0.394 -0.2312
C 1.781 2.491 1.704 -0.2281
N 0.428 1.910 1.587 -0.6926
C -0.638 2.824 1.100 -0.2311
C -1.998 2.098 1.024 -0.2396
N -1.788 0.730 0.592 -0.6770
C -2.698 -0.144 0.264 0.3554
C -4.146 0.226 0.185 -0.6828
C -2.238 -1.503 0.071 -0.0408
C -2.966 -2.589 -0.347 -0.0995
C -2.372 -3.853 -0.507 -0.3657
C -0.989 -3.968 -0.442 -0.0972
C -0.193 -2.894 -0.066 -0.0485
N -0.883 -1.763 0.552 -0.5585
H 2.653 -3.790 -1.399 0.2346
H 1.529 -4.881 -0.584 0.2354
H 2.816 -4.092 0.322 0.2405
H 3.522 -1.427 -1.115 0.1917
H 3.799 -2.026 0.506 0.2137
H 4.548 0.319 0.243 0.2067
H 3.332 0.129 1.508 0.2028
H 2.856 1.196 -1.177 0.3970
H 2.078 3.081 -0.347 0.2355
H 3.568 2.837 0.559 0.2106
H 1.747 3.528 2.053 0.2134
H 2.305 1.920 2.473 0.2099
H 0.149 1.555 2.496 0.3919
H -0.349 3.174 0.108 0.2377
H -0.732 3.696 1.753 0.2061
H -2.657 2.669 0.364 0.2223
H -2.470 2.091 2.015 0.2045
H -4.293 1.028 -0.540 0.2457
H -4.467 0.604 1.159 0.2439
H -4.788 -0.607 -0.081 0.2359
H -4.006 -2.461 -0.618 0.2255
H -2.971 -4.695 -0.818 0.2338
H -0.528 -4.893 -0.766 0.2236
N -0.177 -0.852 -2.546 -0.8814
C 0.166 0.120 -3.602 -0.3323
C -0.008 1.562 -3.103 0.7838
O -0.195 2.469 -3.874 -0.5867
O 0.098 1.669 -1.802 -0.9145
H 0.218 -1.766 -2.739 0.3946
H -1.184 -1.000 -2.532 0.3948
H -0.404 -0.010 -4.521 0.2245
H 1.222 -0.004 -3.855 0.2172
C -0.899 -1.943 2.025 -0.4074
H -1.369 -1.077 2.490 0.2106
H 0.127 -2.040 2.382 0.2147
H -1.458 -2.844 2.285 0.2137

***

[6]
13
Properties=species:S:1:pos:R:3:nbo_charge:R:1 method="wB97M-V/def2-TZVPD" smiles=CP(#[PH2])[PH]#[PH2] total_charge=0 de_lowest_ev=0.048
C -2.068 1.083 -0.575 -0.7442
P 2.719 -0.153 -0.703 0.0439
P -1.028 -1.354 1.207 0.0338
P 1.266 0.657 0.771 -0.0178
P -0.290 -0.278 -0.528 0.1517
H -2.701 0.470 0.026 0.2005
H -2.332 1.246 -1.609 0.2155
H -1.846 2.048 -0.119 0.2124
H 2.451 -1.416 -0.373 -0.0260
H 3.906 0.068 -0.001 -0.0141
H 0.178 -2.080 1.050 -0.0098
H -1.696 -2.229 0.408 -0.0297
H 1.443 1.937 0.446 -0.0161

***

no.,F_max (eV/A)
1,0.21
2,1.10
3,7.11
4,4.86
5,0.27
6,3.61